Entry 1:
{"formula": "C35H43Cl5F5N4O3V", "method": "ωB97M-V with the def2-TZVPD basis set", "charge": -1, "e_above_lowest_kj_mol": 597.9, "gap_ev": [5.82, 5.20], "spin_multiplicity": 2, "e_homo_ev": [-3.54, -2.92], "lumo_energy_ha": [0.0838, 0.0838], "species": ["H", "H", "H", "C", "C", "H", "C", "C", "C", "H", "C", "C", "C", "C", "F", "H", "C", "H", "H", "H", "Cl", "F", "N", "H", "H", "C", "H", "Cl", "H", "H", "H", "N", "H", "N", "H", "H", "H", "C", "Cl", "H", "O", "O", "N", "C", "H", "O", "C", "F", "C", "H", "Cl", "F", "C", "C", "H", "F", "H", "C", "H", "H", "C", "Cl", "C", "H", "H", "C", "C", "H", "H", "C", "H", "H", "C", "H", "H", "C", "C", "H", "C", "H", "H", "H", "H", "C", "C", "H", "C", "C", "V", "C", "C", "H", "H", "C", "C", "H"], "xyz": [[0.43782, -0.13612, 4.73299], [-2.23784, 3.28690, -5.29841], [1.43899, -2.49729, 4.67912], [-0.28752, -2.62486, 1.43066], [-0.44195, 4.31153, -3.56086], [-1.20966, 1.61025, -2.16524], [-0.33820, -4.85099, -0.22978], [0.38378, 2.64791, -0.31343], [-0.52754, -0.64859, 4.77316], [3.66242, 0.18174, 1.97458], [3.56755, -0.03262, 0.90407], [-1.76837, 0.51967, 1.78802], [-1.10298, 0.55902, -2.40919], [2.10021, -4.87153, -0.03864], [-1.96253, 5.18045, -1.56899], [2.77639, 0.60069, 0.49929], [-2.00223, 0.26818, -3.62127], [2.07554, -5.11083, 1.02985], [-0.73126, -0.91251, 5.81788], [3.06297, -4.41262, -0.25537], [0.01020, 2.22368, 3.04225], [0.36149, 6.56409, -1.88055], [-0.60646, 3.10871, -3.98180], [-1.56876, -1.17601, -1.40535], [-2.68259, 2.81185, -3.65499], [1.52413, 4.74102, -0.92446], [-1.84516, -0.77113, -3.93234], [-3.57285, -1.38934, 0.92563], [4.51401, 0.25269, 0.42935], [-2.29824, -2.57157, 4.96637], [-1.92637, -3.54103, 3.52926], [0.81673, 4.78745, -3.28232], [0.50302, -3.83652, 3.98888], [-1.53416, -0.18160, -1.20823], [3.59167, -2.82180, -1.12591], [-0.24901, -5.71923, -0.89083], [-1.28889, 5.99304, -2.79875], [0.34838, 5.34860, -1.29455], [-5.82494, 0.24595, 2.17052], [-2.46718, 0.10776, -0.96523], [0.95390, -0.66500, -2.33015], [0.50545, 1.42917, 0.07213], [-1.46586, 5.20616, -3.40058], [-1.91880, 2.68284, -4.44017], [3.03429, -1.18184, -1.49563], [0.92664, 1.14378, -3.60044], [-2.63652, 2.41857, 3.14868], [-1.99196, 2.75899, -0.55874], [-0.80422, 3.34922, -0.65483], [0.30842, 1.92087, -3.78758], [-2.31456, 3.85689, 4.06018], [2.71055, 2.92344, -0.11054], [0.90875, -3.97173, -0.39964], [1.83129, -1.85772, 1.02969], [4.16264, -3.42378, 1.31605], [2.66693, 5.40886, -1.08678], [3.95862, -2.21328, 2.59520], [-4.19374, 0.82101, 2.30248], [-1.25441, -4.31563, -0.50053], [-1.30010, 0.04570, 4.44568], [0.43340, -2.92158, 4.58817], [-5.25988, 2.89661, 3.68302], [-0.52204, -1.91579, 3.92015], [-2.37923, 4.80444, -3.27824], [-3.02909, 0.33540, -3.25031], [3.28474, -1.52864, 0.63740], [-1.59390, 1.68334, 2.59639], [1.53341, 4.07859, -3.24125], [1.84946, -0.57164, 2.84774], [0.84841, -2.78425, 0.57616], [-2.71282, 0.99408, -5.50283], [4.70644, -1.47116, -0.98003], [4.22349, -2.35239, 1.54090], [-0.43849, -5.21233, 0.79768], [0.03813, -3.08464, -2.17318], [0.36874, 0.30302, -2.74450], [1.53764, 3.45334, -0.44769], [-2.62866, -1.92172, 3.35108], [0.00301, -1.72923, 2.49155], [1.06534, -4.49636, -2.50048], [-0.95763, 1.01765, -5.38445], [2.04275, -5.81067, -0.60385], [1.78389, -2.91569, -2.11220], [0.96397, -3.59054, -1.88536], [-1.87939, 1.20497, -4.83033], [0.07392, -3.18525, 5.59375], [1.28311, -1.20380, 2.18179], [-0.81363, 4.63387, -1.16421], [-0.26336, -0.35443, 0.77053], [-3.12854, 0.12115, 1.72715], [3.66493, -1.77510, -0.83188], [0.90365, 5.51064, -2.58712], [-1.17252, -3.23872, 1.40833], [-3.95380, 1.99835, 2.99295], [-1.92791, -2.52328, 3.93467], [5.26455, -2.02979, 1.39862]]}

***

Entry 2:
{"formula": "C35H43ClN2RuSi2", "method": "ωB97M-V with the def2-TZVPD basis set", "charge": 1, "e_above_lowest_kj_mol": 0.0, "gap_ev": [6.12, 6.08], "spin_multiplicity": 6, "e_homo_ev": [-8.53, -10.72], "lumo_energy_ha": [-0.0887, -0.1706], "species": ["N", "C", "C", "H", "H", "H", "C", "H", "H", "C", "H", "H", "C", "Cl", "H", "C", "C", "H", "C", "C", "H", "H", "H", "H", "H", "C", "C", "H", "C", "C", "C", "H", "H", "H", "Ru", "H", "C", "H", "C", "H", "C", "H", "H", "C", "C", "C", "H", "H", "H", "H", "H", "C", "C", "H", "C", "C", "C", "H", "H", "H", "C", "H", "Si", "H", "C", "C", "H", "H", "H", "C", "H", "H", "C", "N", "H", "C", "C", "H", "C", "H", "Si", "C", "H", "C"], "xyz": [[1.44405, -3.16985, 0.74764], [-3.05121, 3.73573, -2.25933], [2.81950, -1.08592, 2.91852], [-4.65169, 5.87583, -0.13831], [3.35259, 1.11535, -2.60263], [2.89932, -0.46671, -4.47860], [-4.54736, 3.74402, 0.10386], [-3.28400, 5.88371, -2.24202], [-1.03604, 5.51095, 1.93374], [-3.18409, 2.54937, -1.50918], [-2.19469, 3.66444, 3.14759], [-0.07751, 2.97725, -2.92342], [1.75098, -0.59254, 3.71275], [-2.35382, -1.49859, 0.55960], [1.96483, -2.45258, -1.19050], [2.48983, 0.44886, -2.56841], [-4.02380, 2.54411, -0.37773], [-5.15291, 3.75401, 1.01181], [0.53966, -0.37534, -1.34425], [1.05745, 0.41503, 2.97978], [-0.91854, -3.99433, 4.46520], [1.83757, 1.24431, -0.70347], [3.56909, -1.80988, 3.21712], [0.48017, 2.64676, -0.90782], [0.94758, -1.98992, -4.34317], [-0.24544, 4.18258, 0.41610], [-0.14418, 2.86981, -0.04378], [-2.54044, 3.71011, -3.22492], [2.82199, -0.38019, 1.66010], [1.77754, 0.62422, 1.74772], [-1.59265, 2.14247, 1.75919], [-4.21105, 1.60537, 0.15356], [0.52710, -4.76833, -0.30306], [3.27750, -2.41243, 0.01196], [0.86549, -1.12935, 1.33587], [0.39143, 1.59479, -6.97485], [-0.35262, 2.28968, -3.72647], [-2.51527, -0.29051, -1.67848], [-1.63591, 3.45342, 2.23928], [2.85060, -3.76266, 4.97191], [-1.33687, 1.32058, -3.50791], [1.89432, -5.24628, 3.44486], [3.02107, -3.48326, 2.10781], [0.28721, 2.37512, -4.96569], [-0.09785, 1.51981, -6.00448], [2.42439, -2.99472, -0.35779], [-0.57332, -1.93989, -2.35538], [0.33085, -4.89148, 2.63213], [1.68402, 1.49958, 1.12709], [3.56100, -0.44240, 0.87049], [1.67002, -2.75239, 5.84496], [1.78437, -3.62888, 5.19442], [-0.99234, 4.48697, 1.55529], [-0.43979, -4.08218, 1.05752], [1.63277, 0.50098, -1.47280], [-1.74498, 0.48423, -4.56699], [-4.26230, 4.94331, -0.55548], [-2.53749, -0.25111, -4.39227], [-1.39239, -0.10647, -6.62553], [0.28730, 4.97212, -0.11702], [1.14075, -1.29981, -3.52201], [1.08154, 3.10539, -5.09746], [-0.92284, 0.01039, -0.08119], [-0.27983, -3.15183, -0.45281], [0.30236, -1.28344, -2.40532], [-0.34608, -3.09893, 4.18007], [2.45631, -4.94708, 1.23283], [1.51005, -0.88210, 4.73045], [0.19005, 0.98214, 3.30580], [2.23631, -0.43803, -3.61200], [1.41671, -4.51563, 5.73940], [-2.12511, 1.35321, 2.29317], [0.23083, -3.84175, 0.22416], [1.05092, -3.41262, 3.94954], [-0.53224, -0.27686, 1.53377], [-3.51230, 4.94524, -1.73345], [2.12835, -4.02459, 1.75815], [-0.77664, -2.66311, 3.27060], [1.28904, -4.45610, 2.95516], [-0.42013, -2.36272, 4.98672], [-2.00975, 1.14366, -1.79402], [-1.10826, 0.56749, -5.81004], [2.75589, -3.99549, -0.68738], [-0.90698, 1.85587, 0.56973]]}

***

Entry 3:
{"formula": "C35H43GaN7O3PSSb", "method": "ωB97M-V with the def2-TZVPD basis set", "charge": 1, "gap_ev": 6.90, "e_homo_ev": -10.40, "lumo_energy_ha": -0.1285, "species": ["N", "H", "H", "H", "C", "N", "Ga", "H", "S", "C", "H", "C", "H", "H", "H", "H", "O", "C", "H", "C", "C", "H", "C", "H", "H", "H", "C", "H", "H", "N", "H", "C", "H", "C", "H", "C", "H", "C", "P", "H", "H", "C", "H", "H", "C", "C", "C", "N", "C", "H", "C", "H", "C", "H", "C", "H", "C", "C", "N", "C", "H", "C", "N", "C", "C", "C", "H", "H", "H", "N", "C", "O", "H", "H", "H", "H", "H", "C", "C", "C", "H", "C", "H", "Sb", "H", "H", "H", "C", "O", "H", "C", "C"], "xyz": [[-1.66655, 0.49725, -1.28820], [-0.54235, 4.21954, 1.94764], [-0.73730, -1.31068, 5.51360], [-1.46969, 2.55694, -0.93294], [2.12230, 2.85541, -1.14978], [-7.07006, -4.94161, -6.04031], [-0.31594, -0.25931, -0.01466], [-3.10606, 2.87208, -3.03691], [2.38399, -1.42692, 1.65907], [-5.35383, -3.61236, -4.67913], [1.74692, 1.87110, 3.04860], [-3.06849, -2.97305, -4.28530], [-2.89451, -0.17647, 4.81863], [3.02740, 1.52447, 1.91090], [0.78373, -1.73691, -4.03870], [-2.79614, -4.44850, -1.81393], [1.02055, -0.56140, -1.40785], [-0.04480, -0.69301, 2.43337], [2.25258, 4.33602, 2.87871], [2.97006, 3.57707, 2.57723], [-1.71451, -4.24565, 0.09629], [-1.01047, 5.98844, 0.13252], [-2.49625, -1.62595, -2.21695], [1.62803, -7.65925, 3.05496], [2.28778, -7.18777, 4.55816], [3.70541, 0.53712, -2.70606], [2.00224, -5.65764, 3.23176], [-3.67308, 0.39361, -3.91420], [2.85330, -4.89037, 5.04536], [0.11871, -1.11727, 3.68186], [4.48193, -1.04879, -2.64413], [-0.88945, -0.93015, 4.51155], [3.33354, 4.39425, -2.03139], [-0.00137, 4.31133, 1.00584], [-1.88335, 4.47978, -0.06366], [-2.18333, 0.07678, 2.80924], [2.46864, -1.50369, -4.54463], [2.39599, -3.03159, -1.94002], [2.17876, -1.23303, -2.14076], [2.97452, -3.38808, -2.79153], [2.83977, 2.03772, -1.20620], [-5.75118, -2.89054, -3.55289], [-6.79238, -2.86812, -3.26664], [1.38185, -3.77016, 0.47786], [-0.88938, 4.92367, -0.06271], [3.78743, -0.38476, -2.13524], [-3.05881, 0.66833, -3.07854], [0.85394, -0.83479, 1.47062], [-4.80649, -2.21603, -2.80752], [-2.02835, -3.01356, -4.57200], [-1.94349, -2.47232, -1.25587], [-5.10369, -1.66387, -1.92910], [2.83608, 4.19382, -1.08293], [3.57937, 3.97047, 1.76842], [-6.30632, -4.34442, -5.43119], [3.59578, 4.19477, -0.30616], [-1.09684, -3.11429, 0.64615], [2.28959, 2.27463, 2.19148], [-1.18191, -0.10986, 1.96221], [2.53365, -4.64454, 4.04513], [1.41188, -3.49651, -1.95196], [2.65194, -3.35488, 3.57307], [1.83608, -6.92097, 3.70314], [2.23464, -3.06728, 2.28567], [-4.00958, -3.63780, -5.05071], [1.67919, -1.13717, -3.89750], [-0.62112, -3.04128, 1.60884], [4.14365, -0.19627, -1.12926], [-3.71675, -4.18709, -5.93443], [-1.20835, -2.05615, -0.16011], [-2.24279, -3.85244, -1.11079], [2.89721, -1.46685, 0.30196], [3.06764, -2.55595, 4.16723], [-1.76415, -5.21846, 0.54676], [-3.07165, 0.53611, 2.39440], [2.91902, -3.26946, -1.02078], [0.86760, 4.94223, 1.17247], [-2.07902, -0.31403, 4.13163], [-2.76208, 1.93845, -2.63715], [-2.38394, -0.23604, -2.22016], [1.18258, -6.10947, 1.29771], [1.58891, -5.33700, 1.93218], [3.62872, 3.38845, 3.42319], [0.84664, 2.31815, 0.55135], [1.48299, 2.80168, -2.03510], [-0.44949, 4.81948, -1.05428], [2.14008, 5.00704, -0.89258], [-1.90740, 1.78375, -1.54323], [3.11649, -0.60912, 2.57485], [1.45281, -0.10476, -4.14722], [-3.45568, -2.26601, -3.15155], [1.70177, -4.04625, 1.46922]]}